# 1
133
Properties=species:S:1:pos:R:3 method="wB97M-V/def2-TZVPD" e_lumo_ha=-0.065 charge=0
C 4.2271 -0.6462 3.2177
C 3.6967 0.4746 2.1553
N 4.8529 0.7920 1.2634
C 5.1556 -0.3018 0.2856
C 6.7171 -0.6989 0.4908
C 4.7232 2.0791 0.5864
S 5.9701 2.5346 -0.4766
S 3.3500 3.2941 0.8014
C 1.8672 2.8664 -0.2390
C 0.6713 3.9314 0.0011
C -0.4674 3.6269 -1.0899
C -1.4304 2.4114 -0.7040
C -2.7452 2.5670 -0.1521
P -3.4735 4.2878 0.2329
S -5.2493 4.5674 -0.5403
C -3.6213 1.2394 0.1431
O -4.8662 1.3722 0.1352
C -2.9111 -0.1864 0.3855
C -3.5781 -1.3714 1.1134
P -5.3251 -1.2632 1.8262
S -6.5885 -1.5135 0.3419
C -2.8175 -2.7211 1.2910
C -3.4098 -4.0284 1.9841
N -3.8493 -4.9271 0.8613
C -1.3684 -2.8069 0.7364
C -0.6746 -1.6165 -0.0119
C 0.8153 -1.8641 -0.5167
C 0.8670 -2.8578 -1.7731
C 2.4052 -3.2862 -1.9727
C 0.3459 -2.1673 -3.1277
C -1.4587 -0.3006 -0.2074
C -0.8232 0.9447 -0.9927
O 0.1000 0.8195 -1.8354
H 4.9688 -0.0817 3.8943
H 3.3521 -1.0005 3.8718
H 4.7527 -1.5218 2.7154
H 2.8824 -0.0510 1.5454
H 3.3284 1.3406 2.7924
H 4.8858 -0.0650 -0.7954
H 4.5675 -1.2599 0.5566
H 6.8865 -1.8345 0.4752
H 7.3119 -0.1371 -0.3022
H 7.0571 -0.3396 1.5229
H 1.5789 1.7868 0.0222
H 2.2229 2.8975 -1.3379
H 1.0836 4.9802 -0.2517
H 0.2768 3.9590 1.0727
H 0.0806 3.3257 -2.0574
H -1.0168 4.5932 -1.3299
H -3.5465 4.4588 1.6695
H -2.6453 5.3585 -0.2449
H -5.5802 0.0065 2.4363
H -5.6131 -2.2805 2.7932
H -4.2384 -3.8353 2.7423
H -2.5425 -4.5881 2.5052
H -4.6619 -5.4978 1.1287
H -4.1021 -4.3797 0.0262
H -0.7894 -3.7829 0.8818
H 1.3580 -2.4123 0.3466
H 1.4172 -0.8952 -0.6780
H 0.2920 -3.8240 -1.5144
H 2.5129 -4.1022 -2.7674
H 3.1013 -2.4171 -2.2651
H 2.8659 -3.7333 -1.0128
H 0.3611 -2.9269 -3.9785
H -0.7305 -1.8044 -3.0062
H 1.0810 -1.3127 -3.3750
O 7.6641 -2.6182 2.8059
H 7.9506 -2.2488 3.6506
H 8.3728 -3.2313 2.5661
O -0.9356 3.8206 -3.8603
H -1.2609 2.9692 -3.5418
H -0.9556 3.7334 -4.8231
O 1.6661 7.1366 0.9905
H 2.5897 6.8650 0.9359
H 1.6766 8.0577 0.7015
O -8.6050 5.5601 0.5935
H -8.9162 6.3293 0.1015
H -7.7285 5.3861 0.2258
O -8.1908 -4.4663 0.3153
H -9.1272 -4.2330 0.3236
H -7.7371 -3.6108 0.2179
O -5.1460 5.3729 -4.2532
H -5.6212 4.5628 -4.4737
H -5.2015 5.4206 -3.2900
O 3.5900 -0.3896 -4.0059
H 3.7368 -0.2986 -4.9558
H 3.2115 0.4604 -3.7455
O 3.3740 9.2521 1.5747
H 4.1700 8.9105 1.1481
H 3.3265 8.7639 2.4064
O -5.4593 5.2539 3.4080
H -5.7776 4.4013 3.7283
H -5.4815 5.1650 2.4451
O 4.9983 -4.5572 -1.8297
H 5.5062 -3.8053 -2.1585
H 4.9065 -5.1319 -2.6002
O -2.7608 6.9686 -1.5190
H -2.2385 7.7080 -1.8541
H -2.8661 6.3900 -2.2873
O -4.8591 -6.8674 2.8987
H -5.3996 -7.5558 3.3053
H -4.1446 -6.7265 3.5318
O 2.5809 -4.7666 -5.1158
H 1.6417 -4.5448 -5.1260
H 3.0229 -3.9120 -5.1939
O 3.3773 -3.0580 5.2348
H 4.1660 -3.4263 4.8194
H 3.3105 -3.5345 6.0728
O 7.7010 -5.5252 2.4855
H 7.3265 -4.9517 3.1660
H 7.2283 -5.2735 1.6822
O 3.0143 5.5080 -1.7772
H 3.8080 5.1583 -2.2022
H 2.9621 5.0199 -0.9435
O -7.4677 -6.9127 -0.8475
H -7.3496 -6.8351 -1.8013
H -7.8255 -6.0458 -0.5841
O 4.0801 -2.9683 7.9408
H 3.6443 -2.1075 7.9040
H 4.9826 -2.7617 8.2120
O 6.3204 2.0002 -3.8363
H 5.8224 1.2017 -4.0506
H 6.2685 2.0557 -2.8723
O -1.6352 3.1430 -7.0040
H -1.0012 2.7098 -7.5887
H -2.0285 3.8315 -7.5544
O -5.0310 -5.2918 -1.6571
H -5.3478 -6.1492 -1.3400
H -5.0453 -5.3767 -2.6180
O -6.8091 -1.6534 4.5229
H -7.6291 -1.2318 4.2339
H -6.2795 -0.9229 4.8668

---

# 2
125
Properties=species:S:1:pos:R:3 method="wB97M-V/def2-TZVPD" e_lumo_ha=0.010 charge=0 e_above_lowest_ev=0.052
C 2.4734 -3.3788 -3.4922
C 2.7244 -1.9198 -3.0462
O 4.0134 -1.9508 -2.4252
H 1.7804 -3.3088 -4.3542
H 2.2524 -3.9838 -2.6592
H 3.3914 -3.6978 -3.9982
H 1.8764 -1.6578 -2.3972
H 2.8084 -1.3098 -3.9422
H 4.6634 -1.6888 -3.1212
C 2.8004 2.5012 -1.0982
C 3.5264 1.1532 -1.3852
O 4.9624 1.3252 -1.3912
H 3.0074 2.7062 -0.0622
H 1.7314 2.5632 -1.2722
H 3.2714 3.3792 -1.6422
H 3.2064 0.8482 -2.3672
H 3.2694 0.3252 -0.7152
H 5.3544 0.5972 -1.8872
C -2.4486 4.0432 2.7208
C -3.6696 3.7482 1.7988
O -3.5806 4.6562 0.8168
H -2.5836 4.8592 3.3428
H -1.5206 4.0392 2.1688
H -2.2806 3.1792 3.4348
H -4.5836 3.8972 2.4618
H -3.6186 2.7742 1.3578
H -4.4066 4.6682 0.3178
C 1.7584 3.9162 2.0548
C 1.1334 3.3662 3.3338
O 1.0004 1.9652 3.1678
H 1.0514 3.8672 1.1948
H 2.6964 3.4162 1.7868
H 2.0374 4.9372 2.1398
H 0.1494 3.8702 3.6028
H 1.9104 3.5442 4.0618
H 1.2424 1.4272 3.9378
C 3.9534 -0.3208 2.5928
C 3.7804 1.1192 2.1218
O 4.8934 1.6522 1.4468
H 3.4754 -0.4138 3.5638
H 5.0074 -0.5668 2.6798
H 3.3614 -0.9988 1.9618
H 3.6474 1.8002 2.9168
H 3.0174 1.1762 1.3798
H 4.8574 1.7382 0.4978
C -0.2386 -1.3108 -5.7332
C -1.3026 -1.8778 -4.7742
O -0.6636 -2.0318 -3.4932
H 0.3554 -0.4848 -5.2852
H -0.7166 -0.8268 -6.5882
H 0.4074 -2.0828 -6.1002
H -1.6296 -2.8828 -4.9562
H -2.0936 -1.2828 -4.6942
H -0.1386 -2.8278 -3.5092
C 1.0674 -1.5588 3.9658
C 0.9354 -0.8328 5.2998
O 1.7764 0.3062 5.3478
H 1.9364 -2.1208 3.8478
H 1.0644 -0.8188 3.1178
H 0.2514 -2.2408 3.7858
H 1.1524 -1.5558 6.0878
H -0.1256 -0.5538 5.3328
H 2.4124 0.1912 6.0748
C -4.2186 -1.4988 0.8518
O -3.4516 -1.0268 -0.2502
N -4.4126 -0.8238 1.9258
N -4.8206 -2.6348 0.8888
H -3.6246 -0.0998 2.0638
H -4.9926 -1.1298 2.7098
H -4.8256 -3.2868 0.0438
H -5.1866 -2.9668 1.8278
C 0.2074 0.3972 0.1618
O 1.2524 -0.4288 0.6558
N -0.4506 0.1992 -0.9132
N -0.1686 1.4982 0.7928
H -0.2796 -0.6398 -1.4492
H -1.3636 0.6922 -1.0252
H 0.4434 1.7212 1.6068
H -0.7146 2.2612 0.3348
C 2.7714 -3.7178 0.7448
O 2.0934 -3.7778 1.9488
N 3.5644 -4.5838 0.2058
N 2.6784 -2.6778 0.0188
H 3.6974 -5.4398 0.8158
H 4.3254 -4.3358 -0.4602
H 2.1914 -1.8488 0.3818
H 3.1884 -2.6308 -0.8732
C -3.4886 -4.0568 -1.8162
O -4.7646 -4.0818 -1.2502
N -2.6936 -5.0298 -2.0662
N -3.0496 -2.9178 -2.1502
H -2.9326 -5.8498 -1.4402
H -1.7046 -4.9988 -2.4562
H -3.4816 -2.0638 -1.7352
H -2.0546 -2.7248 -2.2662
C -3.7716 2.1142 -1.5852
O -2.9666 0.9892 -1.8162
H -3.9936 2.1292 -0.5522
H -4.6116 2.0342 -2.1892
H -3.2696 3.0122 -1.8702
H -3.3486 0.2372 -1.4112
C -0.8556 -3.0208 0.5418
O 0.1374 -2.9498 -0.5162
H -0.5996 -2.5718 1.4578
H -1.0336 -4.0398 0.7348
H -1.7806 -2.5908 0.1588
H 1.0224 -3.0538 -0.0332
C -0.9626 4.4762 -1.4622
O -1.3546 3.7662 -0.3792
H -0.4216 5.3912 -1.0902
H -1.7896 4.7382 -2.1192
H -0.3226 3.7622 -2.0302
H -2.1286 4.1742 0.0768
C -1.8016 0.0492 3.4638
O -2.2606 0.8372 2.3808
H -1.0126 0.6152 3.9118
H -1.5276 -0.9298 2.9638
H -2.6366 -0.0688 4.1618
H -1.5496 1.1502 1.8258
C -0.6206 1.6852 -3.9102
O 0.5024 1.2702 -3.1322
H -1.3446 2.3352 -3.3982
H -1.1286 0.7702 -4.1452
H -0.3066 2.1262 -4.8912
H 0.1554 0.9922 -2.3082

---

# 3
53
Properties=species:S:1:pos:R:3 method="wB97M-V/def2-TZVPD" e_lumo_ha="-0.229 / -0.198" charge=+1 multiplicity=2
Re 0.0071 -0.4897 1.2188
Br 0.1593 -3.6162 -7.3306
C -0.7489 -2.1172 -6.6880
C -2.0960 -1.9599 -6.9789
C -2.7558 -0.8328 -6.5150
C -2.0749 0.0858 -5.7308
C -0.7140 -0.0486 -5.4791
C -0.0467 -1.1600 -5.9571
N -2.8902 1.1954 -5.3059
N -2.5042 1.9052 -4.3682
C -1.7953 1.6359 -3.2422
C -0.9570 2.6716 -2.7721
C -0.2176 2.5555 -1.6178
C -0.3414 1.3894 -0.8485
O 0.2899 1.1889 0.2833
C -1.2636 0.3880 -1.2514
N -1.3773 -0.6312 -0.3545
C -2.2740 -1.5900 -0.5744
C -3.0937 -1.5582 -1.7044
C -2.9739 -0.5371 -2.6216
C -2.0189 0.4712 -2.4184
H -2.6124 -2.6977 -7.5734
H -3.7956 -0.6574 -6.7505
H -0.1655 0.7170 -4.9512
H 1.0126 -1.2845 -5.7884
H -0.9102 3.5698 -3.3699
H 0.4411 3.3419 -1.2791
H -2.3448 -2.3676 0.1739
H -3.8290 -2.3387 -1.8333
H -3.6290 -0.5123 -3.4826
O 4.0399 -1.0864 1.2484
C 3.1000 -0.7335 1.8775
O 1.8159 -1.0123 1.4422
C 3.1110 -0.2166 3.2668
C 2.0151 0.4186 3.8257
C 2.1142 0.9084 5.1043
C 3.2438 0.7748 5.8849
C 4.3077 0.1172 5.2922
C 4.2848 -0.3720 4.0039
N 5.5463 -0.0580 6.0930
O 6.4811 -0.5790 5.5376
O 5.5523 0.4195 7.1995
N 0.9357 1.6190 5.6542
O -0.0858 1.5556 5.0034
O 1.0870 2.2263 6.6785
H 1.0843 0.5655 3.2936
H 3.2990 1.1593 6.8929
H 5.1475 -0.8664 3.5807
N -2.6247 -0.1526 6.9483
C -2.6742 -0.2228 5.8043
N -2.7591 -0.3636 4.4896
C -2.0300 -0.3678 3.5277
N -1.4716 -0.4498 2.4619